10
Properties=species:S:1:pos:R:3:mulliken_charge:R:1 method="wB97M-V/def2-TZVPD" gap_ev=10.168 e_tot_ev=-9676.595 smiles="N=C=CC=O.N#N" multiplicity=1 lumo_ev=0.5 total_charge=0
N -0.003 1.547 -1.337 -0.457
C 0.481 0.589 -0.771 0.481
N -2.666 0.585 -0.344 -0.032
N -2.540 0.082 0.628 0.019
O 0.022 -0.446 1.942 -0.488
C 0.886 -0.856 1.196 0.036
C 1.142 -0.394 -0.172 -0.527
H -0.835 1.417 -1.909 0.328
H 1.585 -1.655 1.517 0.298
H 1.927 -0.869 -0.749 0.342

---

17
Properties=species:S:1:pos:R:3:mulliken_charge:R:1 method="wB97M-V/def2-TZVPD" gap_ev=9.644 e_tot_ev=-8430.299 multiplicity=1 lumo_ev=0.9 total_charge=0
O -0.194 2.822 0.445 -0.554
C -0.584 2.083 -0.629 -0.282
C 1.610 -1.436 -1.055 -0.708
C 0.655 -1.712 -0.173 -0.115
C 0.230 -0.783 0.930 -0.429
C -1.090 -0.050 0.606 -0.974
C -1.001 0.817 -0.624 -0.038
H -0.278 2.282 1.243 0.338
H -0.517 2.668 -1.542 0.353
H 2.165 -0.500 -1.009 0.238
H 1.866 -2.124 -1.858 0.261
H 0.104 -2.651 -0.253 0.289
H -1.890 -0.790 0.475 0.321
H 0.105 -1.345 1.866 0.325
H 1.020 -0.040 1.100 0.253
H -1.386 0.546 1.484 0.404
H -1.250 0.374 -1.584 0.317

---

16
Properties=species:S:1:pos:R:3:mulliken_charge:R:1 method="wB97M-V/def2-TZVPD" gap_ev="12.409 / 4.708" e_tot_ev=-4330.923 multiplicity=2 lumo_ev="-3.3 / -10.8" total_charge=+1 s_squared=0.753
C 1.128 -0.358 -1.690 -0.420
C 0.553 -1.599 -1.000 -0.623
H 1.283 -0.417 -2.777 0.388
H 0.157 0.231 -1.555 0.312
H 2.054 -0.033 -1.217 0.297
H 0.478 -2.278 -1.881 0.303
H 1.218 -1.920 -0.203 0.308
H -0.486 -1.587 -0.651 0.378
C -0.671 0.675 2.053 -0.868
C -0.931 1.291 0.700 -0.519
H 0.290 1.002 2.460 0.289
H -1.492 0.830 2.742 0.327
H -0.545 -0.429 1.965 0.250
H -0.973 2.399 0.786 0.369
H -1.928 1.095 0.307 0.345
H -0.136 1.098 -0.039 -0.137

---

46
Properties=species:S:1:pos:R:3:mulliken_charge:R:1 method="wB97M-V/def2-TZVPD" gap_ev=5.283 e_tot_ev=-56248.743 multiplicity=1 lumo_ev=0.4 total_charge=-1
Ba 0.577 -0.654 -1.215 2.144
C 3.322 -1.179 3.641 -0.718
C 2.533 -0.244 2.985 -0.620
C 1.367 -0.641 2.361 0.124
C 0.962 -1.982 2.413 0.097
C 1.741 -2.911 3.109 -0.480
C 2.921 -2.509 3.701 -0.514
N -0.224 -2.423 1.842 -0.866
N -0.574 -1.760 0.850 0.359
C -1.825 -2.003 0.298 0.360
C -2.855 -2.697 0.936 -0.297
C -4.079 -2.773 0.301 -0.435
C -4.250 -2.143 -0.925 -0.694
C -3.166 -1.483 -1.487 -0.445
N -1.980 -1.425 -0.898 -0.003
H 4.245 -0.861 4.106 0.433
H 2.841 0.793 2.944 0.423
H 0.739 0.090 1.865 0.728
H 1.427 -3.947 3.130 0.424
H 3.543 -3.238 4.206 0.354
H -2.671 -3.144 1.902 0.443
H -4.899 -3.303 0.769 0.388
H -5.203 -2.159 -1.433 0.398
H -3.244 -0.975 -2.442 0.467
O 2.712 4.047 2.183 -0.638
C 2.554 3.302 1.242 0.261
C 1.523 3.397 0.159 0.398
O 0.945 4.399 -0.249 -0.751
C 1.341 2.034 -0.321 0.509
C 2.440 1.226 0.089 0.786
O 2.622 0.032 -0.292 -1.156
C 3.301 2.017 0.984 0.256
O 4.385 1.716 1.447 -0.671
O 0.357 1.607 -1.025 -0.822
F -1.027 -0.801 -4.347 -0.266
C 0.336 -0.912 -3.962 -0.371
F 0.924 0.127 -4.701 -0.270
F 0.746 -2.054 -4.664 -0.320
N -1.329 2.371 -3.387 -0.399
C -2.208 2.842 -2.479 0.310
N -1.811 3.810 -1.653 -0.297
S -3.808 2.302 -2.473 -0.480
H -0.340 2.457 -3.206 0.271
H -1.609 1.544 -3.890 0.183
H -0.831 4.009 -1.457 0.209
H -2.472 4.102 -0.958 0.186

---

28
Properties=species:S:1:pos:R:3:mulliken_charge:R:1 method="wB97M-V/def2-TZVPD" gap_ev=8.273 e_tot_ev=-310488.336 multiplicity=1 lumo_ev=-3.7 total_charge=+1
O 1.113 -2.231 0.035 -0.424
P 0.246 -0.924 0.407 0.059
I 0.864 0.632 -1.367 0.106
N -1.429 -1.403 -0.195 0.557
C -2.592 -0.932 0.176 -0.633
N -3.502 -1.567 -0.562 -0.054
C -2.834 -2.422 -1.381 -0.072
N -1.565 -2.341 -1.177 -0.454
H 0.576 -3.034 0.111 0.364
H -2.740 -0.181 0.923 0.739
H -4.495 -1.401 -0.516 0.223
H -3.326 -3.052 -2.093 0.424
Br -0.475 4.688 -0.293 -0.079
C -1.586 4.093 -1.770 -0.531
C -2.999 3.824 -1.334 -0.554
Br -3.134 2.157 -0.321 -0.048
H -1.108 3.214 -2.188 0.232
H -1.568 4.898 -2.500 0.365
H -3.650 3.691 -2.195 0.362
H -3.401 4.600 -0.691 0.370
Br 6.659 -0.467 2.136 -0.115
C 5.298 -1.796 2.529 -0.648
C 4.071 -1.601 1.679 -0.530
Br 3.008 -0.087 2.296 -0.141
H 5.086 -1.726 3.590 0.383
H 5.756 -2.758 2.313 0.376
H 3.415 -2.464 1.747 0.325
H 4.311 -1.410 0.638 0.401

---

12
Properties=species:S:1:pos:R:3:mulliken_charge:R:1 method="wB97M-V/def2-TZVPD" gap_ev=9.297 e_tot_ev=-10493.074 smiles="N#CC1=CC=C(F)C1" multiplicity=1 lumo_ev=0.2 total_charge=0
C 0.985 1.070 0.288 0.250
C 1.490 -0.046 0.824 -0.454
C 0.534 -1.118 0.542 -0.380
C -0.528 -0.630 -0.140 0.074
C -0.337 0.842 -0.347 -0.377
C -1.656 -1.354 -0.609 0.173
H 2.443 -0.160 1.355 0.424
H 0.669 -2.161 0.793 0.464
H -1.079 1.468 0.169 0.268
H -0.313 1.126 -1.400 0.296
N -2.596 -1.906 -0.994 -0.471
F 1.503 2.276 0.299 -0.268

---

42
Properties=species:S:1:pos:R:3:mulliken_charge:R:1 method="wB97M-V/def2-TZVPD" gap_ev=8.414 e_tot_ev=-43987.473 smiles="C[C@H](OC(=O)CCC(=O)c1cccs1)C(=O)Nc1ccccc1[N+](=O)[O-]" multiplicity=1 lumo_ev=-0.5 total_charge=0
C -1.656 -1.298 3.341 -1.642
H -1.573 -0.593 4.163 0.403
H -2.568 -1.877 3.457 0.412
H -0.804 -1.975 3.358 0.347
C -1.688 -0.536 2.020 0.372
C -0.429 0.339 1.887 0.215
O -0.401 1.485 2.271 -0.633
N 0.589 -0.355 1.319 0.098
C 1.814 0.099 0.872 0.841
C 2.309 1.353 1.240 -0.616
C 3.519 1.808 0.760 -0.593
C 4.275 1.028 -0.107 -0.666
C 3.807 -0.211 -0.482 -0.728
C 2.590 -0.692 0.000 -0.047
N 2.194 -1.993 -0.448 1.324
O 2.822 -2.501 -1.346 -0.679
O 1.268 -2.560 0.120 -0.747
H 4.370 -0.840 -1.155 0.482
H 5.219 1.387 -0.483 0.406
H 3.877 2.780 1.063 0.428
H 1.717 1.964 1.901 0.517
H 0.376 -1.312 1.014 0.299
H -2.575 0.106 1.965 0.516
O -1.694 -1.451 0.922 -0.366
C -2.720 -1.460 0.068 0.401
O -3.757 -0.879 0.242 -0.604
C -2.336 -2.231 -1.174 -0.406
C -1.993 -1.213 -2.278 -0.887
C -0.885 -0.283 -1.809 0.597
O 0.279 -0.641 -1.786 -0.608
C -1.263 1.044 -1.364 0.228
C -2.489 1.607 -1.091 -0.263
C -2.387 2.920 -0.611 -0.700
C -1.095 3.352 -0.537 -0.450
S 0.027 2.170 -1.036 -0.107
H -0.742 4.309 -0.208 0.478
H -3.234 3.520 -0.331 0.431
H -3.426 1.092 -1.196 0.442
H -1.624 -1.760 -3.147 0.432
H -2.882 -0.648 -2.554 0.346
H -1.463 -2.847 -0.955 0.274
H -3.169 -2.853 -1.500 0.452